C7H6O2S | ωB97M-V/def2-TZVPD

Its total energy is -818.6942 a.u. The LUMO energy comes out at 0.238 eV. As for the SMILES: SO/C=C1\C[C@@H]1OC1=C=C1. The energy relative to the best compared isomer or geometry (same formula, charge and spin) is 7.755 eV. The gap between HOMO and LUMO comes out at 9.08 eV.

```
! RIJCOSX wB97M-V def2-TZVPD def2/J DEFGRID3
* xyz 0 1
S 0.22 3.01 1.45
O 1.58 2.24 0.78
C 1.50 1.09 0.07
C 0.44 0.80 -0.68
C -1.03 1.18 -0.87
C -0.50 -0.19 -1.20
O -0.94 -1.33 -0.61
C -0.20 -2.27 -0.05
C 1.04 -3.09 0.18
C -0.27 -3.43 0.66
H 0.07 2.31 2.67
H 2.36 0.58 0.05
H -1.33 1.95 -1.66
H -1.55 1.38 0.14
H -0.44 -0.38 -2.30
H -0.95 -3.85 1.35
*
```